Computed, not measured: a molecular structure, C17H19Br2FN3O3OsS, with ωB97M-V/def2-TZVPD.

Last column: Löwdin spin population.
Positions of all 47 atoms, in Å:
Os (2.4883, 0.4800, -0.8162)  2.344
Br (5.0029, 0.8008, -0.8295)  0.036
C (4.9130, 2.7624, -0.8958)  0.001
Br (3.0918, 3.2788, -1.2519)  0.122
H (5.5494, 3.0841, -1.7120)  0.001
H (5.2226, 3.1396, 0.0720)  0.001
C (-2.6759, -0.7282, 4.4261)  0.002
C (-3.2767, 0.1284, 3.3217)  0.007
C (-4.5803, -0.4433, 2.8041)  0.005
C (-5.1474, 0.4290, 1.6974)  0.025
C (-4.1619, 0.5931, 0.5950)  0.136
C (-4.5667, 0.8410, -0.6954)  -0.021
C (-3.6165, 0.9779, -1.6958)  0.152
F (-3.9900, 1.2169, -2.9146)  0.068
C (-2.2267, 0.8589, -1.4524)  0.182
C (-1.7865, 0.6160, -0.1709)  0.030
C (-0.3646, 0.5055, 0.1109)  0.042
O (0.4528, 0.5099, -0.8616)  0.093
C (0.0030, 0.4016, 1.4743)  0.046
C (-0.9775, 0.2889, 2.4151)  0.006
N (-2.3121, 0.2915, 2.1474)  0.117
C (-2.7385, 0.4893, 0.8829)  0.108
C (1.4177, 0.4119, 1.9914)  0.024
O (1.6555, 0.1864, 3.1351)  0.037
O (2.3603, 0.7386, 1.0967)  0.216
H (-3.4850, -1.0288, 5.0900)  0.000
H (-1.9508, -0.1959, 5.0387)  0.000
H (-2.2217, -1.6384, 4.0300)  0.000
H (-3.4455, 1.1459, 3.6869)  0.004
H (-5.2797, -0.4939, 3.6367)  0.000
H (-4.4238, -1.4665, 2.4507)  0.000
H (-5.3839, 1.4275, 2.0910)  0.012
H (-6.0812, 0.0333, 1.2986)  0.003
H (-5.6173, 0.9221, -0.9456)  -0.003
H (-1.5299, 0.9695, -2.2726)  0.006
H (-0.6827, 0.1846, 3.4493)  -0.001
C (5.8880, -2.5412, -3.4752)  0.001
N (4.6976, -1.9902, -2.8155)  0.005
C (3.6551, -1.5168, -3.4571)  0.027
N (3.6015, -1.5124, -4.7749)  0.008
S (2.2023, -0.9695, -2.6145)  0.153
H (6.6213, -2.7830, -2.7127)  0.000
H (6.3200, -1.8034, -4.1512)  0.000
H (5.6365, -3.4526, -4.0187)  0.000
H (4.6206, -2.0852, -1.8147)  0.000
H (4.3301, -1.9211, -5.3439)  0.001
H (2.7924, -1.1430, -5.2494)  0.002

Cartesian forces (eV/Å) of the 3 atoms listed first:
Os 0.05 -0.18 0.02
Br -0.19 0.00 -0.01
C -0.02 0.14 0.02

Summary:
**E_tot**: -6784.95514 a.u.
**Net charge**: +3
**Spin multiplicity**: 5
**Gap between HOMO and LUMO (spin up / spin down)**: 7.75 / 5.71 eV
**Largest force on an atom**: 0.190 eV/A

---

Computed, not measured: C4H5N5O4S in the gas phase in a non-equilibrium geometry, with ωB97M-V/def2-TZVPD.

Last column: Mulliken charge in e.
Positions of all 19 atoms, in Å:
N (-1.4479, -2.1749, 0.6061)  -0.422
C (-0.7652, -1.0669, 0.6622)  0.692
N (0.4684, -1.1089, 0.2777)  -0.657
C (1.0227, 0.0983, 0.1323)  0.808
C (0.4393, 1.3125, 0.0441)  0.095
N (1.3484, 2.2778, -0.1318)  -0.717
C (2.5601, 1.6895, -0.3066)  -0.341
N (2.3564, 0.3260, -0.0978)  0.279
O (3.3128, -0.7106, 0.0270)  -0.436
S (-1.3271, 1.3058, 0.1369)  0.804
O (-2.2366, 2.3251, 0.6731)  -0.587
N (-1.5466, 0.4409, -1.1328)  -0.300
O (-2.9105, 0.1236, -1.2199)  -0.410
O (-1.4586, -0.1066, 1.1992)  -0.500
H (-2.0468, -2.3258, 1.4905)  0.285
H (-1.0648, -2.9729, 0.0265)  0.236
H (3.5028, 2.1051, -0.5003)  0.427
H (2.8490, -1.5038, 0.2570)  0.373
H (-3.0559, -0.0339, -2.1433)  0.369

Cartesian forces (eV/Å) of the 3 atoms listed first:
N -2.38 -4.02 1.11
C 1.67 -1.47 -0.17
N 0.66 -0.27 -0.04

Summary:
**E_tot**: -1128.12119 a.u.
**Structure (SMILES)**: NC1=Nc2c(ncn2O)[S@@](=O)(=NO)O1
**Spin multiplicity**: 1
**Gap between HOMO and LUMO**: 8.63 eV
**Largest force on an atom**: 4.805 eV/A